{
  "formula": "C4H15NO2",
  "method": "the ωB97M-V functional and the def2-TZVPD basis",
  "e_lumo_ev": 0.80,
  "de_lowest_kj_mol": 189.34,
  "orbital_gap_ha": 0.34908,
  "smiles": "CCCCN.O.O",
  "energy_ev": -9975.124,
  "charge": 0,
  "symbols": ["C", "C", "C", "C", "N", "H", "H", "H", "H", "H", "H", "H", "H", "H", "H", "H", "O", "H", "H", "O", "H", "H"],
  "coordinates": [[1.318, -2.009, -0.044], [0.438, -1.078, -0.847], [1.178, 0.264, -1.202], [0.444, 1.630, -0.630], [1.087, 2.119, 0.612], [0.885, -3.004, -0.188], [1.275, -1.804, 1.027], [2.324, -2.005, -0.476], [0.201, -1.556, -1.832], [-0.511, -0.977, -0.303], [2.189, 0.353, -0.908], [1.076, 0.474, -2.279], [-0.467, 1.278, -0.166], [0.203, 2.407, -1.374], [2.093, 2.229, 0.619], [0.729, 2.990, 0.971], [-2.370, 0.421, -0.027], [-3.121, 0.613, -0.585], [-1.931, -0.417, -0.200], [-1.409, -1.245, 1.691], [-2.292, -1.176, 2.061], [-0.926, -0.532, 2.138]],
  "lowdin_charge": [-0.122, -0.262, -0.135, -0.240, -0.039, 0.072, 0.070, 0.073, 0.114, 0.041, 0.072, 0.091, 0.045, 0.097, 0.046, 0.050, -0.072, 0.047, 0.000, -0.063, 0.050, 0.066]
}